#P
Formula: C10H16O
Source: the Open Molecules 2025 dataset
Level of theory: ωB97M-V/def2-TZVPD

Last column: Löwdin charge in e.
CARTESIAN COORDINATES (ANGSTROEM)
C1 -2.458 0.190 2.092  -0.065
C2 -1.026 0.043 1.773  -0.310
C3 -0.315 -1.118 1.961  -0.025
C4 1.070 -1.093 1.563  -0.006
C5 1.566 0.127 1.113  -0.326
O1 2.961 0.445 1.164  -0.050
C6 0.724 1.130 0.601  -0.065
C7 -0.582 1.130 1.034  -0.070
H1 -2.727 0.380 3.147  0.098
H2 -2.998 -0.687 1.768  0.083
H3 -2.905 0.918 1.545  0.031
H4 -0.817 -1.976 2.469  0.128
H5 1.845 -1.889 1.831  0.137
H6 2.986 1.298 1.810  0.179
H7 1.329 1.965 0.311  0.119
H8 -1.276 1.972 0.773  0.137
C8 1.050 -1.136 -2.461  -0.170
C9 -0.331 -0.605 -2.207  -0.269
C10 -0.234 1.000 -2.291  -0.092
H9 1.120 -2.147 -2.041  0.067
H10 1.848 -0.650 -1.877  0.069
H11 1.517 -1.245 -3.431  0.063
H12 -1.192 -1.007 -2.855  0.121
H13 -0.433 -0.975 -1.162  0.083
H14 -0.751 1.413 -3.169  0.071
H15 -0.747 1.319 -1.345  0.039
H16 0.777 1.199 -2.116  0.027

Values from the calculation:
total charge	0
LUMO level	0.73	eV
SMILES string	Cc1ccc(O)cc1.CCC
HOMO-LUMO gap	9.481	eV
highest occupied orbital energy	-8.7	eV

=====

#Q
Formula: C10H16O
Source: the Open Molecules 2025 dataset
Level of theory: ωB97M-V/def2-TZVPD

Last column: Löwdin charge in e.
CARTESIAN COORDINATES (ANGSTROEM)
C1 1.963 -1.089 1.282  -0.058
C2 0.531 -0.551 1.314  -0.311
C3 0.322 0.412 2.246  -0.063
C4 -0.982 0.858 2.448  0.010
C5 -1.845 0.549 1.363  -0.371
O1 -2.976 1.129 1.282  0.067
C6 -1.659 -0.435 0.320  0.033
C7 -0.427 -1.105 0.485  -0.049
H1 2.659 -0.629 0.655  0.028
H2 1.915 -2.172 0.974  0.098
H3 2.494 -0.970 2.237  0.077
H4 1.114 0.766 2.726  0.070
H5 -1.368 1.574 3.231  0.129
H6 -3.192 1.879 1.873  0.138
H7 -2.170 -0.557 -0.535  0.070
H8 -0.194 -1.946 -0.257  0.130
C8 0.549 0.513 -3.789  -0.175
C9 1.279 -0.598 -3.005  -0.329
C10 2.193 0.148 -2.129  -0.179
H9 1.201 1.224 -4.244  0.042
H10 -0.251 1.060 -3.275  0.061
H11 0.029 -0.046 -4.727  0.106
H12 0.596 -1.369 -2.525  0.102
H13 1.836 -1.140 -4.014  0.159
H14 1.767 0.204 -1.154  0.033
H15 3.181 -0.295 -1.961  0.066
H16 2.647 1.169 -2.473  0.116

Values from the calculation:
total charge	0
LUMO level	0.76	eV
SMILES string	Cc1ccc(O)cc1.CCC
HOMO-LUMO gap	8.691	eV
highest occupied orbital energy	-7.9	eV

=====

Which of them is the least stable? Correct choice: #Q.

=====

#P
Formula: C10H16O
Source: the Open Molecules 2025 dataset
Level of theory: ωB97M-V/def2-TZVPD

Last column: Löwdin charge in e.
CARTESIAN COORDINATES (ANGSTROEM)
C1 0.015 -1.100 -2.899  -0.082
C2 -0.371 -1.240 -1.393  -0.188
C3 -0.454 0.176 -0.778  -0.261
C4 0.674 0.874 -0.469  -0.093
C5 0.614 2.163 0.108  -0.022
C6 -0.610 2.757 0.172  -0.306
O1 -0.925 3.944 0.820  0.018
C7 -1.792 2.133 -0.326  -0.009
C8 -1.676 0.882 -0.858  -0.037
H1 -0.870 -1.222 -3.532  0.073
H2 0.738 -1.879 -3.131  0.061
H3 0.573 -0.170 -3.001  0.070
H4 -1.277 -1.842 -1.236  0.111
H5 0.451 -1.659 -0.819  0.077
H6 1.689 0.525 -0.672  0.128
H7 1.530 2.621 0.442  0.113
H8 -0.301 4.090 1.548  0.107
H9 -2.680 2.731 -0.501  0.118
H10 -2.517 0.358 -1.307  0.117
C9 1.245 -1.070 2.335  -0.150
C10 0.596 -2.420 2.124  -0.177
H11 2.343 -1.162 2.367  0.069
H12 1.062 -0.382 1.492  0.032
H13 0.914 -0.655 3.282  0.064
H14 0.584 -2.835 1.123  0.042
H15 -0.465 -2.363 2.351  0.060
H16 0.910 -3.258 2.755  0.064

Values from the calculation:
total charge	0
LUMO level	0.87	eV
SMILES string	CCc1ccc(O)cc1.CC
HOMO-LUMO gap	9.298	eV
highest occupied orbital energy	-8.4	eV

=====

#Q
Formula: C10H16O
Source: the Open Molecules 2025 dataset
Level of theory: ωB97M-V/def2-TZVPD

Last column: Löwdin charge in e.
CARTESIAN COORDINATES (ANGSTROEM)
O1 -1.870 1.745 1.578  0.028
C1 -0.985 0.834 1.059  -0.336
C2 -0.421 1.130 -0.182  -0.032
C3 0.484 0.242 -0.758  -0.092
C4 0.831 -0.941 -0.105  -0.111
C5 0.264 -1.231 1.135  -0.097
C6 -0.643 -0.347 1.719  -0.044
H1 -2.187 1.408 2.451  0.121
H2 -0.704 2.065 -0.684  0.122
H3 0.924 0.481 -1.735  0.108
H4 1.546 -1.638 -0.563  0.103
H5 0.528 -2.159 1.661  0.108
H6 -1.089 -0.577 2.696  0.115
C7 3.395 3.094 0.827  -0.125
C8 2.846 2.545 2.144  -0.296
C9 1.848 3.495 2.803  -0.295
C10 1.299 2.946 4.119  -0.124
H7 4.112 2.388 0.375  0.070
H8 3.910 4.053 1.004  0.072
H9 2.571 3.263 0.115  0.069
H10 2.346 1.575 1.958  0.102
H11 3.683 2.363 2.845  0.110
H12 2.348 4.465 2.988  0.110
H13 1.012 3.676 2.101  0.108
H14 2.123 2.777 4.832  0.073
H15 0.784 1.986 3.943  0.063
H16 0.582 3.652 4.571  0.070

Values from the calculation:
total charge	0
LUMO level	0.81	eV
SMILES string	Oc1ccccc1.CCCC
HOMO-LUMO gap	9.539	eV
highest occupied orbital energy	-8.7	eV

=====

#R
Formula: C10H16O
Source: the Open Molecules 2025 dataset
Level of theory: ωB97M-V/def2-TZVPD

Last column: Löwdin charge in e.
CARTESIAN COORDINATES (ANGSTROEM)
C1 -2.600 1.609 -0.220  0.189
C2 -1.598 0.945 -0.193  -0.121
C3 -0.634 0.054 0.250  -0.468
O1 -0.827 -0.189 1.716  0.032
C4 -0.919 -1.342 -0.379  -0.177
C5 -2.320 -1.848 -0.276  -0.113
C6 0.824 0.529 0.081  -0.489
C7 1.082 0.841 -1.435  -0.007
C8 1.014 1.780 0.968  -0.035
C9 1.766 -0.558 0.603  -0.121
C10 2.978 -0.872 0.148  0.026
H1 -3.345 2.271 -0.542  0.033
H2 -0.926 0.635 2.029  0.012
H3 -0.293 -2.093 -0.064  0.092
H4 -0.857 -1.216 -1.449  0.111
H5 -2.513 -2.399 0.689  0.087
H6 -2.550 -2.547 -1.141  0.090
H7 -3.166 -1.063 -0.333  0.093
H8 0.118 1.462 -1.619  0.108
H9 1.904 1.463 -1.444  0.046
H10 0.949 -0.089 -2.029  0.097
H11 0.096 2.538 1.022  0.129
H12 1.867 2.299 0.486  0.080
H13 1.397 1.354 1.979  0.116
H14 1.441 -1.228 1.347  0.095
H15 3.484 -1.803 0.409  0.057
H16 3.627 -0.534 -0.603  0.038

Values from the calculation:
total charge	0
LUMO level	0.85	eV
SMILES string	C#C[C@@](O)(CC)C(C)(C)C=C
HOMO-LUMO gap	10.508	eV
highest occupied orbital energy	-9.7	eV

=====

#S
Formula: C10H16O
Source: the Open Molecules 2025 dataset
Level of theory: ωB97M-V/def2-TZVPD

Last column: Löwdin charge in e.
CARTESIAN COORDINATES (ANGSTROEM)
C1 -1.358 2.750 -0.355  -0.130
C2 -0.852 1.419 0.078  -0.237
C3 0.098 0.707 -0.857  -0.240
C4 -0.276 0.328 -2.112  -0.055
C5 0.620 -0.273 -2.977  -0.020
C6 1.891 -0.537 -2.501  -0.322
O1 2.691 -1.167 -3.390  0.072
C7 2.242 -0.374 -1.165  -0.022
C8 1.402 0.332 -0.409  -0.052
H1 -1.812 2.953 -1.268  0.049
H2 -0.561 3.499 -0.238  0.084
H3 -1.987 3.218 0.386  0.066
H4 -0.141 1.602 0.999  0.134
H5 -1.754 0.730 0.377  0.139
H6 -1.260 0.550 -2.507  0.119
H7 0.439 -0.174 -4.068  0.132
H8 2.677 -0.703 -4.161  0.050
H9 3.111 -0.781 -0.706  0.116
H10 1.802 0.656 0.551  0.115
C9 -0.544 -1.657 2.446  -0.236
C10 -1.269 -2.109 3.637  -0.211
H11 -0.313 -2.323 1.604  0.069
H12 -0.888 -0.662 2.074  0.052
H13 0.538 -1.418 2.534  0.069
H14 -1.360 -1.198 4.352  0.088
H15 -0.754 -3.082 4.080  0.105
H16 -2.382 -2.287 3.596  0.067

Values from the calculation:
total charge	0
LUMO level	0.85	eV
SMILES string	CCc1ccc(O)cc1.CC
HOMO-LUMO gap	9.315	eV
highest occupied orbital energy	-8.5	eV

=====

Which of them is the least stable? Correct choice: #R.

=====

#P
Formula: C10H16O
Source: the Open Molecules 2025 dataset
Level of theory: ωB97M-V/def2-TZVPD

Last column: Löwdin charge in e.
CARTESIAN COORDINATES (ANGSTROEM)
C1 -0.518 3.239 1.431  -0.074
C2 -0.313 2.278 0.291  -0.273
C3 -1.116 2.336 -0.849  -0.054
C4 -0.977 1.505 -1.979  -0.010
C5 -0.052 0.483 -1.808  -0.320
O1 0.251 -0.298 -2.898  0.032
C6 0.914 0.580 -0.824  -0.035
C7 0.835 1.417 0.282  -0.017
H1 -0.479 2.915 2.479  0.076
H2 -1.560 3.528 1.355  0.064
H3 0.158 4.111 1.417  0.086
H4 -1.961 3.008 -0.867  0.104
H5 -1.584 1.782 -2.826  0.112
H6 -0.311 -0.184 -3.650  0.090
H7 1.627 -0.202 -0.575  0.112
H8 1.556 1.697 1.032  0.113
C8 0.486 -3.028 -0.568  -0.093
C9 -0.274 -2.525 0.704  -0.287
C10 0.684 -2.147 1.853  -0.149
H9 0.075 -4.018 -0.724  0.060
H10 1.541 -2.920 -0.363  0.062
H11 0.114 -2.447 -1.417  0.048
H12 -0.861 -1.670 0.394  0.077
H13 -0.967 -3.192 1.218  0.093
H14 0.882 -2.920 2.614  0.062
H15 1.701 -1.805 1.698  0.057
H16 0.149 -1.522 2.581  0.064

Values from the calculation:
total charge	0
LUMO level	0.84	eV
SMILES string	Cc1ccc(O)cc1.CCC
HOMO-LUMO gap	9.232	eV
highest occupied orbital energy	-8.4	eV

=====

#Q
Formula: C10H16O
Source: the Open Molecules 2025 dataset
Level of theory: ωB97M-V/def2-TZVPD

Last column: Löwdin charge in e.
CARTESIAN COORDINATES (ANGSTROEM)
C1 0.877 1.008 3.898  -0.117
C2 0.990 1.085 2.426  -0.325
C3 1.233 2.429 2.015  -0.046
C4 1.258 2.606 0.665  -0.016
C5 1.244 1.435 -0.158  -0.366
O1 1.268 1.851 -1.396  -0.002
C6 1.093 0.094 0.252  -0.018
C7 0.965 -0.035 1.632  -0.056
H1 1.660 0.313 4.409  0.094
H2 -0.176 0.769 4.420  0.109
H3 1.110 2.086 4.362  0.095
H4 1.341 3.265 2.696  0.106
H5 1.187 3.615 0.243  0.124
H6 1.326 1.085 -2.179  0.215
H7 1.164 -0.671 -0.538  0.091
H8 0.899 -0.988 2.086  0.104
C8 -0.644 -2.359 -1.530  -0.156
C9 -1.970 -1.571 -1.824  -0.247
C10 -2.368 -1.402 -3.397  -0.079
H9 -0.152 -2.109 -0.548  0.037
H10 -0.906 -3.423 -1.423  0.054
H11 0.302 -2.419 -2.217  0.097
H12 -2.724 -1.916 -1.165  0.070
H13 -1.771 -0.555 -1.370  0.094
H14 -3.375 -1.182 -3.498  0.028
H15 -1.668 -0.724 -3.887  0.061
H16 -2.164 -2.287 -3.975  0.050

Values from the calculation:
total charge	0
LUMO level	0.61	eV
SMILES string	Cc1ccc(O)cc1.CCC
HOMO-LUMO gap	8.468	eV
highest occupied orbital energy	-7.9	eV

=====

#R
Formula: C10H16O
Source: the Open Molecules 2025 dataset
Level of theory: ωB97M-V/def2-TZVPD

Last column: Löwdin charge in e.
CARTESIAN COORDINATES (ANGSTROEM)
C1 1.739 2.826 0.874  -0.062
C2 1.458 1.347 0.788  -0.280
C3 0.331 0.826 1.416  -0.060
C4 0.080 -0.541 1.496  -0.037
C5 1.042 -1.403 0.987  -0.345
O1 0.943 -2.765 1.085  0.036
C6 2.296 -0.920 0.608  -0.015
C7 2.470 0.434 0.434  -0.037
H1 0.906 3.448 0.558  0.074
H2 2.604 3.117 0.269  0.074
H3 2.029 3.067 1.891  0.079
H4 -0.330 1.555 1.886  0.118
H5 -0.903 -0.868 1.803  0.107
H6 0.150 -3.035 1.574  0.112
H7 3.028 -1.683 0.418  0.116
H8 3.399 0.862 0.107  0.106
C8 -2.361 0.633 -1.514  -0.116
C9 -2.387 -0.827 -1.088  -0.309
C10 -1.248 -1.617 -1.709  -0.122
H9 -1.769 1.305 -0.877  0.061
H10 -3.354 1.059 -1.580  0.063
H11 -1.830 0.749 -2.462  0.067
H12 -2.322 -0.877 0.006  0.077
H13 -3.343 -1.297 -1.343  0.099
H14 -1.174 -1.392 -2.769  0.068
H15 -0.274 -1.311 -1.325  0.055
H16 -1.181 -2.690 -1.533  0.071

Values from the calculation:
total charge	0
LUMO level	0.85	eV
SMILES string	Cc1ccc(O)cc1.CCC
HOMO-LUMO gap	9.223	eV
highest occupied orbital energy	-8.4	eV

=====

Which of them is the least stable? Correct choice: #Q.

=====

#P
Formula: C10H16O
Source: the Open Molecules 2025 dataset
Level of theory: ωB97M-V/def2-TZVPD

Last column: Löwdin charge in e.
CARTESIAN COORDINATES (ANGSTROEM)
C1 2.099 -2.127 -0.699  -0.071
C2 1.343 -0.929 -1.201  -0.277
C3 0.056 -0.637 -0.781  -0.049
C4 -0.400 0.656 -0.871  -0.036
C5 0.319 1.584 -1.551  -0.321
O1 -0.095 2.900 -1.466  0.031
C6 1.588 1.310 -2.077  -0.024
C7 2.160 0.045 -1.867  -0.032
H1 1.920 -3.047 -1.311  0.089
H2 1.735 -2.300 0.319  0.073
H3 3.174 -2.052 -0.633  0.066
H4 -0.541 -1.464 -0.470  0.106
H5 -1.345 0.941 -0.406  0.117
H6 0.451 3.558 -1.896  0.097
H7 2.190 1.931 -2.785  0.123
H8 3.192 -0.200 -2.068  0.103
C8 -2.072 0.579 2.718  -0.106
C9 -2.542 -0.872 3.132  -0.274
C10 -1.548 -2.012 2.823  -0.122
H9 -2.841 1.376 2.640  0.072
H10 -1.425 1.008 3.455  0.051
H11 -1.574 0.553 1.742  0.035
H12 -3.505 -1.025 2.636  0.098
H13 -2.706 -0.750 4.153  0.062
H14 -0.461 -1.933 2.933  0.069
H15 -1.783 -2.531 1.875  0.066
H16 -1.764 -2.783 3.565  0.055

Values from the calculation:
total charge	0
LUMO level	0.95	eV
SMILES string	Cc1ccc(O)cc1.CCC
HOMO-LUMO gap	9.203	eV
highest occupied orbital energy	-8.3	eV

=====

#Q
Formula: C10H16O
Source: the Open Molecules 2025 dataset
Level of theory: ωB97M-V/def2-TZVPD

Last column: Löwdin charge in e.
CARTESIAN COORDINATES (ANGSTROEM)
C1 -2.462 -0.284 -1.175  -0.062
C2 -1.023 -0.157 -1.515  -0.301
C3 -0.398 1.101 -1.367  -0.049
C4 0.956 1.333 -1.475  -0.009
C5 1.739 0.197 -1.754  -0.325
O1 3.084 0.435 -1.946  0.035
C6 1.214 -1.074 -1.828  -0.025
C7 -0.179 -1.223 -1.692  -0.060
H1 -3.225 0.395 -1.556  0.081
H2 -2.511 -0.086 -0.104  0.054
H3 -2.839 -1.291 -1.353  0.081
H4 -1.043 1.964 -1.210  0.116
H5 1.444 2.252 -1.192  0.118
H6 3.525 -0.421 -2.012  0.099
H7 1.855 -1.932 -1.978  0.111
H8 -0.623 -2.212 -1.619  0.113
C8 -0.937 -0.747 1.978  -0.117
C9 0.514 -0.266 2.188  -0.298
C10 0.663 1.251 2.329  -0.116
H9 -0.935 -1.459 1.161  0.056
H10 -1.333 -1.264 2.865  0.067
H11 -1.678 0.051 1.960  0.062
H12 1.114 -0.693 1.379  0.084
H13 0.998 -0.752 3.044  0.094
H14 0.568 1.583 3.356  0.067
H15 -0.074 1.723 1.671  0.057
H16 1.588 1.575 1.844  0.064

Values from the calculation:
total charge	0
LUMO level	0.87	eV
SMILES string	Cc1ccc(O)cc1.CCC
HOMO-LUMO gap	9.268	eV
highest occupied orbital energy	-8.4	eV

=====

#R
Formula: C10H16O
Source: the Open Molecules 2025 dataset
Level of theory: ωB97M-V/def2-TZVPD

Last column: Löwdin charge in e.
CARTESIAN COORDINATES (ANGSTROEM)
C1 0.795 -2.509 -1.294  -0.052
C2 0.140 -1.167 -1.623  -0.300
C3 -1.242 -1.045 -1.578  -0.041
C4 -1.793 0.230 -1.672  -0.009
C5 -0.935 1.276 -2.059  -0.300
O1 -1.541 2.528 -1.945  0.018
C6 0.443 1.166 -2.079  -0.036
C7 0.980 -0.084 -1.838  -0.076
H1 1.767 -2.636 -1.790  0.073
H2 0.198 -3.312 -1.728  0.076
H3 1.034 -2.564 -0.235  0.073
H4 -1.942 -1.860 -1.437  0.113
H5 -2.821 0.543 -1.564  0.116
H6 -0.870 3.203 -2.039  0.088
H7 1.057 2.059 -2.059  0.118
H8 2.036 -0.310 -1.819  0.115
C8 -0.728 0.407 3.279  -0.130
C9 0.627 0.040 2.741  -0.317
C10 0.986 0.738 1.410  -0.120
H9 -0.617 1.151 4.070  0.070
H10 -1.289 -0.462 3.639  0.067
H11 -1.443 0.789 2.541  0.072
H12 1.461 0.157 3.433  0.096
H13 0.626 -1.020 2.442  0.094
H14 0.743 1.809 1.367  0.078
H15 2.026 0.524 1.171  0.072
H16 0.300 0.349 0.664  0.042

Values from the calculation:
total charge	0
LUMO level	0.89	eV
SMILES string	Cc1ccc(O)cc1.CCC
HOMO-LUMO gap	9.295	eV
highest occupied orbital energy	-8.4	eV

=====

#S
Formula: C10H16O
Source: the Open Molecules 2025 dataset
Level of theory: ωB97M-V/def2-TZVPD

Last column: Löwdin charge in e.
CARTESIAN COORDINATES (ANGSTROEM)
C1 -1.358 1.051 1.026  -0.088
C2 -0.581 -0.206 1.409  -0.213
C3 -0.716 -1.363 0.445  -0.248
C4 0.190 -1.436 -0.614  -0.047
C5 0.212 -2.487 -1.524  -0.024
C6 -0.563 -3.605 -1.229  -0.328
O1 -0.392 -4.803 -1.873  0.045
C7 -1.595 -3.510 -0.307  -0.013
C8 -1.633 -2.397 0.547  -0.038
H1 -2.185 1.098 1.732  0.069
H2 -1.604 1.201 -0.019  0.079
H3 -0.762 1.910 1.340  0.047
H4 0.467 0.024 1.577  0.101
H5 -0.947 -0.569 2.370  0.106
H6 0.895 -0.630 -0.778  0.110
H7 0.692 -2.424 -2.496  0.117
H8 0.494 -4.826 -2.244  0.101
H9 -2.491 -4.115 -0.294  0.115
H10 -2.485 -2.448 1.206  0.109
C9 1.491 4.002 0.595  -0.171
C10 2.053 3.460 -0.735  -0.158
H11 2.212 4.655 1.086  0.062
H12 0.475 4.367 0.539  0.057
H13 1.403 3.126 1.236  0.042
H14 1.545 2.519 -0.947  0.052
H15 3.094 3.182 -0.553  0.060
H16 2.087 4.224 -1.493  0.054

Values from the calculation:
total charge	0
LUMO level	0.90	eV
SMILES string	CCc1ccc(O)cc1.CC
HOMO-LUMO gap	9.290	eV
highest occupied orbital energy	-8.4	eV

=====

Which of them is the least stable? Correct choice: #P.